Entry 1:
DFT (wB97M-V/def2-TZVPD) results for 2 unconnected molecules or ions with the total composition C4H9N3 in a non-equilibrium geometry.

```
16
Properties=species:S:1:pos:R:3:nbo_charge:R:1
C -2.360 0.172 -0.277 0.226
C -0.968 -1.877 0.147 -0.619
C -0.064 1.704 0.582 -0.280
C -1.137 -0.388 0.054 -0.117
N -3.381 0.631 -0.560 -0.344
N 2.789 0.444 -0.869 -1.065
N -0.141 0.392 0.499 -0.348
H -1.011 -2.214 1.189 0.207
H -1.767 -2.374 -0.395 0.242
H -0.013 -2.190 -0.276 0.207
H 0.828 2.155 0.966 0.192
H -0.900 2.304 0.284 0.210
H 2.820 -0.117 -0.029 0.346
H 2.073 0.080 -1.485 0.364
H 2.549 1.397 -0.633 0.362
H 0.685 -0.119 0.803 0.416
```

energy relative to the best compared isomer or geometry (same formula, charge and spin) = 238.6 kJ/mol
highest occupied orbital energy (alpha / beta) = -0.2737 / -0.2737 Eh
gap between HOMO and LUMO (alpha / beta) = 7.735 / 7.736 eV
E_LUMO (alpha / beta) = 0.29 / 0.29 eV
total energy = -8762.0523 eV

Entry 2:
DFT (wB97M-V/def2-TZVPD) results for a molecular structure, C27H41ClHfN4O3Si in a non-equilibrium geometry.

```
78
Properties=species:S:1:pos:R:3:mulliken_charge:R:1
Hf -0.339 0.444 0.526 0.371
N 3.872 -0.188 1.495 -0.104
C 4.178 -0.194 0.142 -0.603
C 2.989 -0.278 -0.498 -0.412
N 1.980 -0.340 0.454 -0.130
C 2.545 -0.275 1.636 0.216
C 1.717 -0.312 2.825 0.226
N 0.406 -0.372 2.711 0.123
C -0.118 -0.478 3.985 -0.115
C 0.905 -0.479 4.871 -1.014
N 2.060 -0.373 4.113 -0.077
H 4.552 -0.135 2.231 0.176
H 5.195 -0.146 -0.233 0.427
H 2.795 -0.312 -1.561 0.444
H -1.178 -0.565 4.179 0.510
H 0.913 -0.553 5.951 0.417
H 2.994 -0.353 4.494 0.193
C -4.430 -2.203 -0.554 -1.462
C -3.052 -1.713 -0.085 2.293
C -1.938 -2.314 -0.961 -1.321
C -2.814 -2.201 1.356 -1.823
Si -2.888 0.177 -0.165 -1.051
C -3.284 0.991 -1.845 2.796
C -2.936 0.040 -2.998 -2.021
C -2.432 2.260 -2.029 -1.816
C -4.772 1.359 -1.929 -1.707
C -3.557 1.139 1.329 3.026
C -3.428 2.645 1.080 -2.234
C -2.671 0.818 2.543 -1.942
C -5.018 0.792 1.634 -1.677
H -4.484 -3.302 -0.490 0.510
H -4.634 -1.926 -1.594 0.262
H -5.236 -1.796 0.067 0.332
H -1.867 -3.397 -0.788 0.548
H -0.934 -1.898 -0.711 0.110
H -2.095 -2.158 -2.028 0.280
H -2.779 -3.299 1.372 0.642
H -3.613 -1.894 2.039 0.289
H -1.852 -1.849 1.770 0.377
H -1.880 -0.260 -2.989 0.332
H -3.118 0.558 -3.949 0.569
H -3.553 -0.863 -3.001 0.371
H -1.361 2.041 -2.007 0.282
H -2.641 3.040 -1.293 0.180
H -2.634 2.692 -3.020 0.628
H -5.419 0.488 -1.767 0.346
H -4.996 1.753 -2.929 0.534
H -5.053 2.130 -1.203 0.309
H -2.412 2.953 0.828 0.101
H -3.699 3.184 1.998 0.685
H -4.092 3.002 0.288 0.308
H -1.629 1.193 2.405 0.720
H -2.635 -0.243 2.791 0.095
H -3.039 1.352 3.430 0.576
H -5.667 0.943 0.764 0.320
H -5.391 1.438 2.444 0.511
H -5.129 -0.250 1.961 0.364
C 0.819 5.686 -1.788 -1.690
C -0.147 5.683 -0.618 1.054
C -1.472 6.085 -0.819 -0.683
C -2.360 6.192 0.235 0.147
Cl -3.992 6.681 -0.068 -0.185
C -1.950 5.929 1.532 -0.696
C -0.655 5.494 1.745 -0.252
C 0.222 5.353 0.683 0.210
O 1.506 4.921 1.023 -0.506
C 1.998 3.798 0.346 -0.982
C 1.035 2.643 0.355 1.684
O 0.351 2.308 1.408 -0.735
O 0.871 1.924 -0.693 -0.875
H 0.458 6.360 -2.564 0.508
H 0.919 4.696 -2.244 0.233
H 1.810 6.034 -1.486 0.355
H -1.799 6.351 -1.821 0.482
H -2.636 6.064 2.362 0.494
H -0.298 5.272 2.747 0.470
H 2.897 3.479 0.876 0.332
H 2.263 3.984 -0.689 0.343
```

energy relative to the best compared isomer or geometry (same formula, charge and spin) = 96.8 kJ/mol
highest occupied orbital energy = -0.4841 Eh
gap between HOMO and LUMO = 6.065 eV
charge = +2
E_LUMO = -7.11 eV
total energy = -62461.7545 eV

Entry 3:
DFT (wB97M-V/def2-TZVPD) results for a molecular structure, C20H17BrN7O8P2Pd.

```
56
Properties=species:S:1:pos:R:3:nbo_charge:R:1
Pd 0.973 -0.133 -0.246 1.061
N 3.666 2.301 -1.655 -0.711
C 4.084 0.843 -1.521 -0.639
C 5.528 0.659 -1.945 -0.644
P 3.763 0.478 0.267 2.361
O 4.870 1.502 0.883 -1.035
O 4.040 -0.916 0.631 -1.089
O 2.421 1.178 0.498 -1.119
P 2.906 -0.052 -2.642 2.382
O 3.145 0.870 -3.976 -1.036
O 3.325 -1.438 -2.883 -1.102
O 1.543 0.380 -2.155 -1.103
H 4.337 2.910 -1.187 0.428
H 2.760 2.374 -1.160 0.488
H 3.563 2.553 -2.640 0.444
H 6.202 1.252 -1.324 0.217
H 5.673 0.920 -2.995 0.210
H 5.781 -0.393 -1.819 0.271
H 5.267 1.134 1.681 0.516
H 3.513 0.324 -4.670 0.512
Br -8.094 -8.040 -5.904 0.015
C -7.206 -6.557 -5.111 -0.104
C -7.849 -5.334 -5.046 -0.241
C -7.192 -4.260 -4.466 -0.235
C -5.901 -4.394 -3.956 0.211
C -5.275 -5.641 -4.031 -0.254
C -5.925 -6.719 -4.607 -0.226
N -5.328 -3.229 -3.399 -0.325
N -4.138 -3.390 -3.013 -0.172
C -3.500 -2.319 -2.467 -0.058
C -4.062 -1.033 -2.340 -0.141
C -3.381 0.018 -1.798 -0.334
C -2.034 -0.101 -1.317 0.448
O -1.385 0.849 -0.857 -0.658
C -1.441 -1.455 -1.445 0.053
N -0.170 -1.625 -1.009 -0.391
C 0.430 -2.797 -1.091 0.051
C -0.224 -3.907 -1.631 -0.253
C -1.508 -3.774 -2.084 -0.146
C -2.162 -2.528 -2.002 0.040
H -8.849 -5.222 -5.441 0.219
H -7.670 -3.292 -4.398 0.222
H -4.278 -5.753 -3.632 0.231
H -5.439 -7.684 -4.665 0.218
H -5.076 -0.899 -2.696 0.227
H -3.837 0.996 -1.712 0.212
H 1.448 -2.855 -0.728 0.228
H 0.300 -4.852 -1.685 0.219
H -2.043 -4.609 -2.512 0.228
O 0.477 -0.727 1.578 -0.485
N 0.315 0.268 2.377 0.067
C 0.002 -0.054 3.599 -0.170
C -0.172 1.010 4.540 0.289
N -0.307 1.841 5.324 -0.343
C -0.154 -1.409 4.044 0.268
N -0.290 -2.491 4.408 -0.320
```

energy relative to the best compared isomer or geometry (same formula, charge and spin) = 60.9 kJ/mol
highest occupied orbital energy = -0.1609 Eh
gap between HOMO and LUMO = 6.127 eV
charge = -1
E_LUMO = 1.75 eV
total energy = -139931.9667 eV